C28H54ClNO2OsP2Si2 | wB97M-V/def2-TZVPD

Energy relative to the best compared isomer or geometry (same formula, charge and spin) = 0.000 eV
Expectation value of S² = 6.018
F_max = 7.46 eV/A
Kohn-Sham gap (alpha / beta) = 6.50 / 4.58 eV

ORCA input file:
```
! wB97M-V def2-TZVPD RIJCOSX def2/J DEFGRID3
* xyz 0 5
Os 0.3322 0.1322 -0.1403
C 2.0371 -0.1190 -1.5350
C 1.2668 -1.3089 -1.5984
C -0.0732 -0.8916 -1.9902
Si 2.0188 -3.0151 -1.2821
C -0.0772 0.5166 -2.1906
C 1.2473 1.0302 -1.8578
Si 1.9651 2.7399 -1.7232
H 3.0988 -0.0880 -1.3290
H -0.8959 -1.5689 -2.1729
H -0.8915 1.1137 -2.5730
Cl -3.8947 0.1338 1.6556
C 3.8218 2.6374 -1.6076
C 1.4726 3.7866 -3.1879
C 3.8849 -3.1509 -1.4236
C 1.4528 -4.2749 -2.5520
H 2.1365 3.5153 -4.0226
H 1.6222 4.8517 -2.9610
H 0.4344 3.6313 -3.5063
H 4.1348 2.0964 -0.7050
H 4.2358 3.6536 -1.5789
H 4.2217 2.1191 -2.4894
H 2.0782 -4.1399 -3.4461
H 0.4002 -4.1683 -2.8318
H 1.6251 -5.2866 -2.1568
H 4.2105 -2.8279 -2.4225
H 4.1698 -4.2060 -1.3023
H 4.3996 -2.5527 -0.6608
C 1.3175 3.4225 -0.0864
C 1.3125 -3.5347 0.4077
P -0.2856 2.6638 0.3295
H 1.2579 4.5191 -0.1489
H 2.0216 3.1577 0.7215
P -0.2514 -2.6356 0.7155
H 2.0490 -3.2591 1.1765
H 1.1890 -4.6281 0.4033
C -0.8041 -3.0126 2.4387
C -1.4409 -3.6397 -0.3670
C -1.4076 3.4758 -0.9681
C -0.9547 3.4406 1.8831
C -1.0139 2.5094 3.1001
H -1.9921 3.7100 1.6164
C -0.1703 4.7037 2.2394
H 0.8789 4.4424 2.4289
H -0.5921 5.1288 3.1597
H -0.2162 5.4760 1.4627
H -1.4428 1.5333 2.8434
H -1.6703 2.9741 3.8570
H -0.0058 2.3925 3.5274
H -0.9723 3.1669 -1.9313
C -1.3802 5.0074 -0.8926
C -2.8528 2.9629 -0.9035
H -0.3733 5.4374 -0.9547
H -1.8642 5.3693 0.0243
H -1.9493 5.4002 -1.7471
H -2.9409 1.9121 -1.2021
H -3.4694 3.5641 -1.5880
H -3.2759 3.0487 0.1075
H -1.0188 -3.5240 -1.3784
C -2.8685 -3.0772 -0.3641
C -1.4641 -5.1306 -0.0196
H -0.4764 -5.6051 -0.0332
H -2.0758 -5.6405 -0.7780
H -1.9321 -5.3025 0.9594
H -2.9349 -2.0814 -0.8176
H -3.2717 -3.0002 0.6561
H -3.5119 -3.7585 -0.9398
C -0.6091 -1.8118 3.3821
C -0.1246 -4.2567 3.0089
H -1.8907 -3.1884 2.3427
H 0.9510 -4.0842 3.1400
H -0.2615 -5.1430 2.3796
H -0.5616 -4.4718 3.9934
H 0.4589 -1.5588 3.4873
H -1.0032 -2.0749 4.3779
H -1.1637 -0.9297 3.0329
C -1.5768 0.0633 0.4295
H -2.2641 -0.0207 -0.4052
H -1.7744 -0.8013 1.0618
H -1.8708 0.9653 0.9690
O 2.1503 2.4615 2.6918
C 2.2959 1.2359 2.6791
C 2.9469 0.4722 3.8172
C 3.6180 -0.6640 3.1126
C 2.9833 -0.6377 1.7340
O 3.3234 -1.3962 0.8209
N 2.0595 0.3698 1.6222
H 3.6185 1.1031 4.3955
H 2.1478 0.1124 4.4706
H 4.7064 -0.5315 3.0194
H 3.4167 -1.6454 3.5621
*
```

Atom charges from the Löwdin analysis, given in e for atoms 1 to 6:
1 Os 1.430
2 C -0.238
3 C -0.365
4 C -0.214
5 Si 0.539
6 C -0.221



C28H54IrOP2 | wB97M-V/def2-TZVPD

Expectation value of S² = 6.022
F_max = 2.00 eV/A
Kohn-Sham gap (alpha / beta) = 6.81 / 5.81 eV

ORCA input file:
```
! wB97M-V def2-TZVPD RIJCOSX def2/J DEFGRID3
* xyz 1 5
Ir 0.0564 -0.5951 0.4979
C 0.1099 -1.7321 -1.9935
C 1.0059 -0.7536 -2.4732
C 1.7954 -1.3833 -0.3654
C 0.5729 -2.2040 -0.6945
C 2.0418 -0.5662 -1.5431
C -1.0198 -2.3259 -2.7394
H -1.6085 -1.5557 -3.2645
H -1.6847 -2.8860 -2.0656
H -0.6688 -3.0350 -3.5105
C 0.4926 -3.6189 -0.2286
H -0.3917 -4.1059 -0.6382
H 0.4558 -3.6242 0.8647
H 1.3894 -4.1660 -0.5524
C 2.8513 -1.9165 0.5454
H 3.5248 -2.5781 -0.0116
H 2.3816 -2.4706 1.3609
H 3.4338 -1.1000 0.9789
C 3.3037 0.1392 -1.8425
H 3.9107 -0.4619 -2.5484
H 3.9112 0.3067 -0.9449
H 3.1209 1.1105 -2.3266
C 0.9411 -0.1154 -3.8181
H 1.2656 -0.8146 -4.6032
H 1.5886 0.7673 -3.8676
H -0.0828 0.1979 -4.0588
C -1.7233 2.5955 -1.2975
C -1.6306 1.9086 -2.4475
C -1.5390 2.5592 -3.7943
C -0.1883 3.2281 -4.1863
C 0.9055 3.2509 -3.1566
C 0.8072 3.9400 -2.0036
C -0.3782 4.8036 -1.6716
C -1.6940 4.0990 -1.2429
H -2.3301 3.3245 -3.9029
H -0.4225 4.2597 -4.4973
H -1.7487 1.7848 -4.5532
H -2.5052 4.5173 -1.8668
H -1.9010 2.0896 -0.3444
H -1.7110 0.8180 -2.4682
H -1.9071 4.3991 -0.2039
H -0.0722 5.4698 -0.8482
H 1.6750 4.0699 -1.3497
H -0.6144 5.4512 -2.5303
H 0.2005 2.7086 -5.0786
H 1.8679 2.8516 -3.4967
P -2.1731 -0.8397 0.5742
C -2.4650 -2.6065 0.9658
H -3.4429 -2.7103 1.4553
H -1.6687 -2.9567 1.6389
H -2.4523 -3.2188 0.0532
C -2.8581 0.1143 1.9587
H -3.8162 -0.3345 2.2539
H -3.0251 1.1540 1.6475
H -2.1683 0.0953 2.8121
C -3.2641 -0.4823 -0.8273
H -3.2790 0.5942 -1.0351
H -4.2819 -0.8279 -0.6040
H -2.9230 -0.9914 -1.7343
P 0.9179 1.2245 1.5075
C 2.3634 1.9709 0.6630
H 2.6346 2.9265 1.1325
H 2.1073 2.1721 -0.3886
H 3.2346 1.3121 0.7111
C -0.1533 2.6863 1.6878
H -0.0740 3.3150 0.7848
H 0.1452 3.2785 2.5609
H -1.1955 2.3812 1.8086
C 1.5356 0.7476 3.1643
H 2.0695 1.5758 3.6542
H 2.2147 -0.1103 3.0583
H 0.6868 0.4335 3.7862
C 0.1157 -4.1146 3.5030
C 0.2904 -2.6094 3.6956
C -0.9162 -2.0689 4.4678
C 1.5251 -2.4119 4.5831
O 0.4374 -1.9755 2.4882
H 0.0488 -4.5964 4.4831
H 0.9765 -4.5166 2.9609
H -0.7972 -4.3268 2.9405
H -0.9447 -2.5411 5.4598
H -0.8322 -0.9843 4.5836
H -1.8400 -2.2942 3.9243
H 2.4392 -2.5904 4.0115
H 1.5565 -1.3901 4.9744
H 1.4837 -3.1245 5.4182
*
```

Atom charges from the Löwdin analysis, given in e for atoms 1 to 6:
1 Ir 0.977
2 C -0.247
3 C -0.197
4 C -0.432
5 C -0.452
6 C -0.231



C28H54N3O6 | wB97M-V/def2-TZVPD

Energy relative to the best compared isomer or geometry (same formula, charge and spin) = 0.000 eV
F_max = 2.33 eV/A
Kohn-Sham gap = 9.31 eV

ORCA input file:
```
! wB97M-V def2-TZVPD RIJCOSX def2/J DEFGRID3
* xyz 1 1
C 5.1543 -1.5210 0.9110
C 4.1861 -2.5205 1.5977
C 2.7508 -2.5050 1.0431
C 1.7848 -1.6403 1.8638
C 1.9385 -0.1210 1.7059
C 2.0254 0.4448 0.2807
N 0.7850 0.6088 -0.4754
C 0.1776 -0.6332 -0.9261
C -0.2084 -0.5123 -2.4154
C 1.0167 0.0062 -3.1964
C 1.1247 -0.5610 -4.6353
C 2.5596 -0.9265 -4.9098
O 2.9198 -1.9952 -5.3542
O 3.4622 0.0756 -4.6411
C 4.3944 -0.2490 -3.6112
C 4.6822 0.9695 -2.7662
C -1.0265 -1.1369 -0.0981
N -1.4390 -0.1790 0.9510
O -2.6284 -0.5815 1.5544
C -2.4310 -1.5568 2.5836
C -2.9502 -1.0577 3.9504
C -2.0841 -1.5508 5.0995
O -3.0588 0.3534 3.9987
C -1.5613 1.1626 0.3084
C -2.4181 2.1653 1.0667
C -3.7324 2.4489 0.2928
C -4.7516 1.3202 0.3462
C -4.6267 0.3732 -0.8271
O -4.3876 0.7879 -1.9571
O -4.7574 -0.9359 -0.5530
C -4.6418 -1.7977 -1.6832
C -4.7194 -3.2421 -1.2252
C -0.1313 1.6697 -0.0444
N 0.4441 2.5015 0.9915
C 0.8985 3.6655 0.6983
C 0.0573 4.7774 0.1123
C 2.3389 4.0200 0.9781
H 4.6410 -1.0073 0.1030
H 5.9855 -2.0707 0.4796
H 5.5543 -0.8292 1.6469
H 4.5608 -3.5218 1.3900
H 4.1867 -2.4279 2.6816
H 2.3892 -3.5311 1.1357
H 2.7426 -2.2914 -0.0251
H 0.7680 -2.0081 1.6956
H 2.0018 -1.8667 2.9088
H 2.8742 0.1455 2.2029
H 1.1728 0.4252 2.2617
H 2.6674 -0.2019 -0.3152
H 2.5703 1.3787 0.3399
H 0.9330 -1.4131 -0.8972
H -1.0177 0.2075 -2.5464
H -0.4624 -1.4868 -2.8299
H 1.0645 1.0892 -3.1741
H 1.8964 -0.3327 -2.6485
H 0.4951 -1.4349 -4.7420
H 0.8815 0.2207 -5.3541
H 4.0461 -1.0620 -2.9697
H 5.3331 -0.6026 -4.0390
H 5.4285 0.7254 -2.0118
H 3.7878 1.3107 -2.2405
H 5.0432 1.7990 -3.3685
H -0.8317 -2.1204 0.3181
H -1.8974 -1.2304 -0.7440
H -0.7111 -0.1072 1.6761
H -3.0370 -2.4187 2.3064
H -1.4031 -1.9201 2.6595
H -3.9572 -1.4443 4.0937
H -1.9847 -2.6329 5.1296
H -2.5851 -1.2637 6.0222
H -1.1229 -1.0342 5.0801
H -2.2837 0.7135 4.4369
H -2.0499 0.9893 -0.6494
H -1.9329 3.1268 1.1870
H -2.6952 1.8129 2.0588
H -4.1577 3.3453 0.7381
H -3.4361 2.6910 -0.7264
H -5.7548 1.7417 0.2884
H -4.6937 0.7578 1.2753
H -5.4554 -1.6244 -2.3835
H -3.7089 -1.6568 -2.2273
H -5.7421 -3.5784 -1.0777
H -4.1848 -3.3768 -0.2842
H -4.2593 -3.9000 -1.9580
H -0.3122 2.3267 -0.9061
H -0.3008 4.5515 -0.8940
H -0.8308 4.8810 0.7339
H 0.5655 5.7331 0.1404
H 2.9158 3.4566 0.2437
H 2.5251 5.0686 0.7698
H 2.6313 3.7715 1.9942
*
```

Atom charges from the Löwdin analysis, given in e for atoms 1 to 6:
1 C -0.082
2 C -0.229
3 C -0.215
4 C -0.201
5 C -0.158
6 C -0.168



C28H56AsF6HgO14S7 | wB97M-V/def2-TZVPD

Expectation value of S² = 0.752
F_max = 3.49 eV/A
Kohn-Sham gap (alpha / beta) = 6.94 / 9.53 eV

ORCA input file:
```
! wB97M-V def2-TZVPD RIJCOSX def2/J DEFGRID3
* xyz 0 2
Hg -17.5037 5.7363 20.8047
As -17.2168 2.2308 18.9975
F -18.9829 2.3272 18.9273
F -17.2039 3.8409 19.7607
F -15.4204 2.3034 18.9538
F -17.2400 0.6467 18.2014
F -17.1176 3.0533 17.4064
F -17.2777 1.4238 20.6116
C -12.2274 6.3608 17.2651
C -13.0208 5.1695 16.6018
C -14.3423 4.9589 17.3228
S -14.2490 5.5726 19.0540
O -13.6092 4.5038 19.7840
O -15.4917 6.1361 19.5150
C -12.9443 6.8450 18.5399
H -11.8686 7.1646 16.6223
H -11.2415 6.0429 17.6045
H -12.4105 4.2676 16.6463
H -13.2348 5.3935 15.5567
H -14.7869 3.9638 17.3399
H -15.1338 5.5921 16.9221
H -12.3440 7.2593 19.3499
H -13.5418 7.7013 18.2273
C -17.2757 -1.9264 21.0080
C -18.0448 -1.2670 22.0794
C -17.6917 -2.0336 23.3764
S -17.5280 -3.7746 22.9411
O -18.7098 -4.5301 23.1994
O -16.2244 -4.2914 23.3439
C -17.5709 -3.4209 21.1543
H -16.2131 -1.7656 21.1900
H -17.4319 -1.5670 19.9909
H -19.1184 -1.2474 21.8921
H -17.8744 -0.2044 22.2520
H -18.4056 -1.8032 24.1672
H -16.6786 -1.6859 23.5788
H -18.5440 -3.7186 20.7639
H -16.8515 -4.0856 20.6760
C -13.8077 1.6330 14.4409
C -15.2367 2.1284 14.4587
C -16.0288 0.9554 15.0218
S -15.3745 -0.5378 14.2133
O -16.0953 -0.8001 12.9354
O -15.1458 -1.5456 15.2585
C -13.7518 0.2507 13.8437
H -13.4397 1.7450 15.4607
H -13.2417 2.3783 13.8821
H -15.6982 2.4105 13.5124
H -15.3093 2.9843 15.1297
H -17.1179 0.9285 14.9876
H -15.7748 0.8075 16.0714
H -13.7554 0.1774 12.7562
H -13.0041 -0.4336 14.2446
C -19.8444 -2.1130 18.1608
C -19.9794 -1.5227 16.7616
C -20.7956 -0.2498 16.7899
S -21.8401 -0.2682 18.3553
O -22.9639 -1.1445 18.1231
O -22.0488 1.0825 18.8772
C -20.4846 -1.1989 19.2652
H -18.7773 -2.1612 18.3779
H -20.4130 -3.0426 18.1819
H -20.4340 -2.2103 16.0485
H -19.0107 -1.3481 16.2932
H -21.4103 -0.0267 15.9178
H -20.0398 0.5252 16.9170
H -20.9242 -1.6217 20.1686
H -19.8051 -0.4590 19.6880
C -13.4060 2.0217 22.8229
C -12.6660 3.3280 23.1312
C -13.7440 4.3132 23.7030
S -15.4367 3.7097 23.0606
O -16.0566 4.6320 22.0964
O -16.2845 3.2620 24.1886
C -14.7134 2.2824 22.1189
H -13.6224 1.5007 23.7556
H -12.7665 1.3965 22.1997
H -12.2444 3.7481 22.2181
H -11.7590 3.2473 23.7303
H -13.5612 5.3284 23.3510
H -13.8731 4.2725 24.7846
H -14.4343 2.6729 21.1402
H -15.4074 1.4428 22.0815
C -19.8587 1.5326 23.5548
C -20.7747 2.4200 24.4735
C -21.1317 3.7216 23.8102
S -20.4728 3.6074 21.9921
O -19.1441 4.2121 21.8412
O -21.5540 3.9315 21.1051
C -20.1994 1.7941 22.0722
H -20.0903 0.4867 23.7561
H -18.7864 1.6556 23.7070
H -20.3517 2.5118 25.4739
H -21.7118 1.8662 24.5302
H -20.5767 4.5967 24.1483
H -22.2095 3.8433 23.7028
H -19.5009 1.4719 21.3000
H -21.1773 1.3863 21.8161
C -20.6707 4.1006 16.0187
C -22.0126 4.3374 16.7619
C -21.6523 4.6606 18.2768
S -20.1152 5.7416 18.1255
O -19.0255 5.3998 19.0547
O -20.5622 7.1706 18.1236
C -19.7283 5.2298 16.3750
H -20.8938 3.9856 14.9580
H -20.1895 3.2077 16.4177
H -22.5918 3.4180 16.6763
H -22.5135 5.1932 16.3094
H -21.4140 3.7050 18.7438
H -22.3533 5.0672 19.0058
H -18.6447 5.1301 16.3104
H -20.0273 6.0995 15.7900
*
```

Atom charges from the Löwdin analysis, given in e for atoms 1 to 6:
1 Hg 1.035
2 As 0.933
3 F -0.245
4 F -0.362
5 F -0.262
6 F -0.256



C28H56O14S7 | wB97M-V/def2-TZVPD

Energy relative to the best compared isomer or geometry (same formula, charge and spin) = 6.538 eV
F_max = 4.58 eV/A
Kohn-Sham gap = 10.06 eV
SMILES string = O=S1(=O)CCCC1.O=S1(=O)CCCC1.O=S1(=O)CCCC1.O=S1(=O)CCCC1.O=S1(=O)CCCC1.O=S1(=O)CCCC1.O=S1(=O)CCCC1

ORCA input file:
```
! wB97M-V def2-TZVPD RIJCOSX def2/J DEFGRID3
* xyz 0 1
C 10.9240 4.9224 2.6421
C 11.6345 6.3552 2.7980
C 10.9937 6.8310 4.1133
S 11.2011 5.4292 5.3038
O 9.9547 5.2070 6.0449
O 12.4452 5.5513 6.0722
C 11.2242 4.1506 3.9832
H 11.4088 4.5033 1.7604
H 9.9331 5.0100 2.1967
H 11.3600 6.7487 1.8193
H 12.7141 6.3167 2.9430
H 9.9739 7.0301 3.7839
H 11.3743 7.7289 4.6002
H 10.5162 3.3518 4.2039
H 12.1877 3.6663 4.1423
C 4.1054 7.9691 12.8750
C 4.3536 6.4442 12.5190
C 3.3357 6.0533 11.4961
S 3.2880 7.6030 10.3730
O 1.8907 7.9818 10.2200
O 3.9200 7.5961 9.1039
C 4.0562 8.7459 11.4935
H 4.8266 8.2737 13.6334
H 3.1669 8.0405 13.4248
H 4.1363 5.9810 13.4815
H 5.4042 6.2605 12.2941
H 2.3483 6.1060 11.9546
H 3.4233 5.0715 11.0307
H 3.3543 9.5796 11.4717
H 5.1159 8.8066 11.2456
C 8.4635 2.3819 1.2343
C 7.3898 2.7598 2.2360
C 6.1398 2.7115 1.3627
S 6.1531 1.1359 0.4195
O 5.7153 1.4915 -0.9752
O 5.4514 0.1910 1.2401
C 7.9795 1.0976 0.4656
H 9.3602 2.1145 1.7934
H 8.7207 3.2024 0.5645
H 7.5242 3.7300 2.7144
H 7.3276 2.0794 3.0853
H 6.4040 3.4503 0.6061
H 5.1417 3.0129 1.6804
H 8.3997 0.9966 -0.5351
H 8.2516 0.3227 1.1823
C 8.3898 7.1584 0.7058
C 8.7765 6.1466 -0.5048
C 8.8477 6.8512 -1.8086
S 9.2172 8.5808 -1.4843
O 8.0527 9.3234 -2.0194
O 10.5819 8.8565 -1.9395
C 9.2020 8.5178 0.3758
H 8.6718 6.8611 1.7159
H 7.3129 7.1686 0.5374
H 8.1521 5.2703 -0.6793
H 9.5850 5.5232 -0.1233
H 7.9558 6.7846 -2.4316
H 9.7241 6.4761 -2.3372
H 8.7173 9.4059 0.7815
H 10.2600 8.6074 0.6223
C 3.0170 13.1540 2.5363
C 3.8913 13.0130 3.7873
C 4.7672 11.8517 3.4445
S 3.8707 10.6620 2.2379
O 3.5211 9.3913 2.8394
O 4.6310 10.6299 0.9629
C 2.4163 11.7344 2.2578
H 3.6519 13.3681 1.6765
H 2.3114 13.9845 2.5541
H 3.4326 12.8633 4.7647
H 4.5918 13.8478 3.8096
H 5.2180 11.5006 4.3727
H 5.7270 12.1023 2.9926
H 1.9876 11.4414 3.2162
H 1.5941 11.5513 1.5660
C 4.2778 5.5359 5.4067
C 5.4781 5.2863 6.3910
C 6.7521 5.8371 5.8432
S 6.3771 7.3115 4.8832
O 6.7523 7.1942 3.4604
O 6.5445 8.5259 5.6968
C 4.5691 6.9769 4.9354
H 3.3102 5.4625 5.9033
H 4.3411 4.9924 4.4640
H 5.5025 4.1986 6.4562
H 5.3149 5.7718 7.3532
H 6.8994 5.1732 4.9913
H 7.6320 6.0408 6.4534
H 4.0943 7.4316 4.0660
H 4.1882 7.6519 5.7018
C 2.8203 12.3802 8.6815
C 3.5423 11.2504 7.9498
C 2.5205 10.3079 7.2742
S 1.1226 11.3661 6.8811
O -0.2511 10.8127 7.0708
O 1.5926 11.9357 5.5991
C 1.3929 12.5207 8.2830
H 3.3573 13.3152 8.5214
H 2.9130 11.9469 9.6774
H 4.0430 10.6344 8.6967
H 4.0772 11.7229 7.1259
H 2.0239 9.7439 8.0638
H 2.6728 9.6601 6.4109
H 0.7336 12.2128 9.0946
H 0.9915 13.5034 8.0356
*
```

Atom charges from the Löwdin analysis, given in e for atoms 1 to 6:
1 C -0.196
2 C -0.184
3 C -0.211
4 S 0.721
5 O -0.360
6 O -0.325